# 1
Molecular formula: C4H5ClN2O
Method: DFT, ωB97M-V/def2-TZVPD

Bonds (Å) are listed after each position.
Cartesian coordinates (Å):
1 C 0.8376 0.0046 -2.1425  C3 1.389, O7 1.246, H9 1.134
2 C -0.2453 -1.2308 1.6371  C4 1.411, N5 1.317, H10 1.061
3 C 0.2275 1.2045 -1.7989  C1 1.389, N6 1.215
4 C -1.0502 -0.0916 1.4256  C2 1.411, Cl8 1.709, H11 1.075
5 N 0.4366 -1.3502 2.7573  C2 1.317, H12 0.975
6 N -0.2162 2.3214 -1.9800  C3 1.215, H13 1.002
7 O 0.2869 -1.1064 -2.0172  C1 1.246
8 Cl -1.8752 0.2625 -0.0291  C4 1.709
9 H 1.8705 0.2483 -2.5434  C1 1.134
10 H 0.1166 -1.7802 0.8041  C2 1.061
11 H -1.1357 0.6755 2.1734  C4 1.075
12 H 1.0651 -2.0823 2.9002  N5 0.975
13 H -0.3182 2.9248 -1.1866  N6 1.002

Properties
energy above the lowest of the compared OMol25 structures with the same formula, charge and spin	5.1964	eV
charge	0
2S+1	1
HOMO level (spin up / spin down)	-8.657 / -8.528	eV

Löwdin population analysis, charges in e, atoms 1 to 2: -0.321 -0.310

=====

# 2
Molecular formula: C53H42O20
Method: DFT, ωB97M-V/def2-TZVPD

Bonds (Å) are listed after each position.
Cartesian coordinates (Å):
1 C 4.5013 0.3539 -0.4319  C2 1.526, H18 1.079, H19 1.088, H20 1.077
2 C 3.7024 -0.9302 -0.6384  C1 1.526, C3 1.539, H21 1.079, H22 1.085
3 C 2.3770 -0.7086 -1.3879  C2 1.539, O4 1.400, H23 1.082, H24 1.088
4 O 2.1448 0.6288 -1.7325  C3 1.400, C5 1.416
5 C 1.6814 1.4372 -0.6664  O4 1.416, C6 1.482, H25 1.088, H26 1.084
6 C 0.3858 2.0901 -0.9670  C5 1.482, C7 1.328, C16 1.499
7 C -0.7904 1.8551 -0.3973  C6 1.328, C8 1.492, C13 1.494
8 C -1.1563 0.8799 0.6704  C7 1.492, O9 1.422, H27 1.080, H28 1.085
9 O -2.4496 0.3295 0.4524  C8 1.422, C10 1.360
10 C -2.5314 -0.9964 0.1594  O9 1.360, C11 1.500, O12 1.216
11 C -1.5357 -1.6340 -0.7634  C10 1.500, H29 1.082, H30 1.076, H31 1.082
12 O -3.4655 -1.6303 0.6117  C10 1.216
13 C -1.8118 2.7938 -0.9525  C7 1.494, O14 1.201, O15 1.390
14 O -2.9883 2.8962 -0.7360  C13 1.201
15 O -1.1282 3.6272 -1.8304  C13 1.390, C16 1.367
16 C 0.1647 3.2006 -1.9490  C6 1.499, O15 1.367, O17 1.203
17 O 0.9500 3.6657 -2.7323  C16 1.203
18 H 4.3801 1.0697 -1.2300  C1 1.079
19 H 4.0993 0.8426 0.4528  C1 1.088
20 H 5.5371 0.1610 -0.2091  C1 1.077
21 H 4.3394 -1.6569 -1.1192  C2 1.079
22 H 3.4668 -1.3203 0.3458  C2 1.085
23 H 2.3596 -1.3028 -2.2919  C3 1.082
24 H 1.5754 -1.1099 -0.7721  C3 1.088
25 H 2.4214 2.2192 -0.5123  C5 1.088
26 H 1.6074 0.8717 0.2552  C5 1.084
27 H -0.3893 0.1318 0.8021  C8 1.080
28 H -1.2082 1.4373 1.5996  C8 1.085
29 H -1.6605 -1.3189 -1.7910  C11 1.082
30 H -1.6598 -2.6990 -0.6793  C11 1.076
31 H -0.5156 -1.4036 -0.4851  C11 1.082
32 O -5.1524 -5.2728 -6.1830  C33 1.210
33 C -4.4022 -5.0383 -5.2627  O32 1.210, C34 1.485, C39 1.486
34 C -4.9052 -4.8969 -3.8728  C33 1.485, C35 1.330, H40 1.082
35 C -4.0783 -4.6378 -2.8634  C34 1.330, C36 1.483, H41 1.083
36 C -2.6207 -4.4810 -3.0853  C35 1.483, O37 1.214, C38 1.483
37 O -1.8692 -4.2450 -2.1618  C36 1.214
38 C -2.1158 -4.6205 -4.4725  C36 1.483, C39 1.330, H42 1.083
39 C -2.9416 -4.8799 -5.4823  C33 1.486, C38 1.330, H43 1.082
40 H -5.9721 -5.0153 -3.7340  C34 1.082
41 H -4.4222 -4.5289 -1.8423  C35 1.083
42 H -1.0488 -4.5008 -4.6102  C38 1.083
43 H -2.5961 -4.9872 -6.5025  C39 1.082
44 O 9.8147 -5.4077 -3.3968  C45 1.211
45 C 9.1110 -4.5037 -3.0053  O44 1.211, C46 1.485, C51 1.485
46 C 9.1293 -4.0727 -1.5845  C45 1.485, C47 1.330, H52 1.082
47 C 8.3538 -3.0813 -1.1549  C46 1.330, C48 1.483, H53 1.083
48 C 7.4401 -2.3647 -2.0769  C47 1.483, O49 1.214, C50 1.483
49 O 6.7341 -1.4590 -1.6842  C48 1.214
50 C 7.4208 -2.7935 -3.4962  C48 1.483, C51 1.330, H54 1.083
51 C 8.1957 -3.7848 -3.9271  C45 1.485, C50 1.330, H55 1.082
52 H 9.8040 -4.6084 -0.9294  C46 1.082
53 H 8.3510 -2.7508 -0.1240  C47 1.083
54 H 6.7469 -2.2560 -4.1510  C50 1.083
55 H 8.1988 -4.1136 -4.9583  C51 1.082
56 O 2.7314 8.5522 2.4199  C57 1.211
57 C 2.8702 7.4106 2.0419  O56 1.211, C58 1.486, C63 1.484
58 C 2.7696 6.2703 2.9894  C57 1.486, C59 1.330, H64 1.082
59 C 2.9244 5.0157 2.5764  C58 1.330, C60 1.482, H65 1.083
60 C 3.2017 4.7062 1.1537  C59 1.482, O61 1.215, C62 1.482
61 O 3.3403 3.5591 0.7768  C60 1.215
62 C 3.3026 5.8406 0.2056  C60 1.482, C63 1.330, H66 1.083
63 C 3.1479 7.0958 0.6181  C57 1.484, C62 1.330, H67 1.082
64 H 2.5659 6.5212 4.0225  C58 1.082
65 H 2.8558 4.1689 3.2480  C59 1.083
66 H 3.5088 5.5887 -0.8273  C62 1.083
67 H 3.2176 7.9402 -0.0552  C63 1.082
68 O -9.4828 -2.1878 0.2414  C69 1.214
69 C -8.7300 -1.9650 1.1675  O68 1.214, C70 1.485, C75 1.483
70 C -9.2487 -1.7593 2.5433  C69 1.485, C71 1.330, H76 1.081
71 C -8.4249 -1.5087 3.5572  C70 1.330, C72 1.485, H77 1.083
72 C -6.9562 -1.4277 3.3563  C71 1.485, O73 1.213, C74 1.486
73 O -6.2071 -1.2016 4.2829  C72 1.213
74 C -6.4379 -1.6342 1.9794  C72 1.486, C75 1.330, H78 1.083
75 C -7.2633 -1.8837 0.9661  C69 1.483, C74 1.330, H79 1.083
76 H -10.3201 -1.8218 2.6735  C70 1.081
77 H -8.7836 -1.3538 4.5675  C71 1.083
78 H -5.3653 -1.5707 1.8471  C74 1.083
79 H -6.9067 -2.0358 -0.0450  C75 1.083
80 O -13.9583 3.3281 0.9735  C81 1.211
81 C -13.4705 2.3980 1.5756  O80 1.211, C82 1.485, C87 1.485
82 C -14.3179 1.3219 2.1488  C81 1.485, C83 1.330, H88 1.082
83 C -13.7817 0.3015 2.8121  C82 1.330, C84 1.483, H89 1.082
84 C -12.3156 0.1965 3.0057  C83 1.483, O85 1.214, C86 1.483
85 O -11.8256 -0.7363 3.6092  C84 1.214
86 C -11.4669 1.2699 2.4337  C84 1.483, C87 1.330, H90 1.083
87 C -12.0023 2.2904 1.7698  C81 1.485, C86 1.330, H91 1.082
88 H -15.3850 1.4186 1.9953  C82 1.082
89 H -14.3799 -0.4936 3.2384  C83 1.082
90 H -10.3995 1.1724 2.5872  C86 1.083
91 H -11.4028 3.0842 1.3431  C87 1.082
92 O 4.5921 -3.7905 5.8758  C93 1.210
93 C 4.0132 -3.0162 5.1476  O92 1.210, C94 1.485, C99 1.485
94 C 2.6115 -3.2595 4.7213  C93 1.485, C95 1.330, H100 1.082
95 C 1.9776 -2.4092 3.9186  C94 1.330, C96 1.483, H101 1.083
96 C 2.6444 -1.1825 3.4185  C95 1.483, O97 1.213, C98 1.483
97 O 2.0690 -0.4054 2.6857  C96 1.213
98 C 4.0441 -0.9376 3.8426  C96 1.483, C99 1.330, H102 1.083
99 C 4.6789 -1.7875 4.6450  C93 1.485, C98 1.330, H103 1.082
100 H 2.1444 -4.1599 5.0989  C94 1.082
101 H 0.9566 -2.5674 3.5950  C95 1.083
102 H 4.5103 -0.0371 3.4624  C98 1.083
103 H 5.6999 -1.6294 4.9678  C99 1.082
104 O 9.3091 1.4647 -2.8727  C105 1.212
105 C 8.5945 2.3868 -2.5426  O104 1.212, C106 1.485, C111 1.483
106 C 9.1595 3.7232 -2.2244  C105 1.485, C107 1.330, H112 1.083
107 C 8.3760 4.7344 -1.8585  C106 1.330, C108 1.485, H113 1.083
108 C 6.9037 4.5701 -1.7545  C107 1.485, O109 1.213, C110 1.482
109 O 6.1901 5.4922 -1.4205  C108 1.213
110 C 6.3416 3.2361 -2.0736  C108 1.482, C111 1.330, H114 1.083
111 C 7.1244 2.2243 -2.4388  C105 1.483, C110 1.330, H115 1.084
112 H 10.2344 3.8218 -2.3067  C106 1.083
113 H 8.7669 5.7156 -1.6211  C107 1.083
114 H 5.2666 3.1350 -1.9915  C110 1.083
115 H 6.7295 1.2429 -2.6731  C111 1.084

Properties
charge	0
2S+1	1
HOMO level	-9.796	eV

Löwdin population analysis, charges in e, atoms 1 to 2: -0.092 -0.187

=====

# 3
Molecular formula: C3H2F2N2O
Method: DFT, ωB97M-V/def2-TZVPD

Bonds (Å) are listed after each position.
Cartesian coordinates (Å):
1 C 2.6114 -1.2153 -0.1049  C3 1.391, N4 1.152
2 C 0.7829 1.1979 -0.3126  N5 1.302, O6 1.167
3 C 2.8247 0.1273 0.1902  C1 1.391, F7 1.354, F8 1.351
4 N 2.2344 -2.2727 -0.3641  C1 1.152
5 N -0.0181 0.2475 0.0748  C2 1.302, H9 1.014, H10 1.017
6 O 0.8292 2.2834 -0.7391  C2 1.167
7 F 3.0014 0.4853 1.4836  C3 1.354
8 F 3.6859 0.8200 -0.5860  C3 1.351
9 H 0.3334 -0.6625 0.3503  N5 1.014
10 H -1.0297 0.3509 0.0577  N5 1.017

Properties
energy above the lowest of the compared OMol25 structures with the same formula, charge and spin	1.4877	eV
charge	0
2S+1	1
HOMO level (spin up / spin down)	-8.871 / -8.873	eV

Löwdin population analysis, charges in e, atoms 1 to 2: -0.183 -0.313

=====

# 4
Molecular formula: C22H29NO3S
Method: DFT, ωB97M-V/def2-TZVPD

Bonds (Å) are listed after each position.
Cartesian coordinates (Å):
1 C 0.9406 -5.2231 4.2622  C2 1.521, H28 1.086, H29 1.086, H30 1.086
2 C 1.1611 -4.0084 3.3741  C1 1.521, O3 1.411, H31 1.100, H32 1.100
3 O -0.1075 -3.5415 2.9684  C2 1.411, C4 1.361
4 C -0.1754 -2.4457 2.1648  O3 1.361, C5 1.384, C24 1.413
5 C 0.9095 -1.7316 1.6867  C4 1.384, C6 1.388, H33 1.078
6 C 0.7238 -0.6255 0.8694  C5 1.388, C7 1.382, H34 1.079
7 C -0.5468 -0.2194 0.5087  C6 1.382, C8 1.502, C23 1.392
8 C -0.7358 0.9908 -0.3608  C7 1.502, C9 1.533, H35 1.091, H36 1.092
9 C -0.5139 2.2740 0.4479  C8 1.533, N10 1.442, H37 1.092, H38 1.096
10 N -0.5108 3.4434 -0.3962  C9 1.442, C11 1.344, H39 1.010
11 C 0.5533 4.2551 -0.5215  N10 1.344, O12 1.213, C13 1.523
12 O 1.5883 4.1326 0.0983  C11 1.213
13 C 0.3271 5.4194 -1.4764  C11 1.523, S14 1.818, H40 1.090, H41 1.091
14 S -0.4198 4.9477 -3.0649  C13 1.818, C15 1.836
15 C 1.0388 4.2390 -3.9262  S14 1.836, C16 1.492, H42 1.090, H43 1.090
16 C 1.3670 2.8536 -3.4801  C15 1.492, C17 1.392, C22 1.388
17 C 0.6241 1.7757 -3.9520  C16 1.392, C18 1.380, H44 1.081
18 C 0.9344 0.4869 -3.5675  C17 1.380, C19 1.392, H45 1.081
19 C 1.9901 0.2367 -2.6947  C18 1.392, C20 1.498, C21 1.388
20 C 2.3135 -1.1687 -2.2896  C19 1.498, H46 1.087, H47 1.089, H48 1.090
21 C 2.7157 1.3169 -2.2115  C19 1.388, C22 1.384, H49 1.080
22 C 2.4110 2.6104 -2.5981  C16 1.388, C21 1.384, H50 1.080
23 C -1.6435 -0.9296 0.9901  C7 1.392, C24 1.384, H51 1.079
24 C -1.4796 -2.0319 1.8107  C4 1.413, C23 1.384, O25 1.360
25 O -2.4894 -2.7820 2.3284  C24 1.360, C26 1.411
26 C -3.8234 -2.4128 2.0542  O25 1.411, C27 1.521, H52 1.100, H53 1.100
27 C -4.7296 -3.3875 2.7904  C26 1.521, H54 1.086, H55 1.086, H56 1.086
28 H 1.8959 -5.6155 4.5992  C1 1.086
29 H 0.3419 -4.9450 5.1250  C1 1.086
30 H 0.4106 -5.9933 3.7091  C1 1.086
31 H 1.7628 -4.2852 2.4960  C2 1.100
32 H 1.6948 -3.2241 3.9301  C2 1.100
33 H 1.9139 -2.0260 1.9458  C5 1.078
34 H 1.5824 -0.0782 0.5123  C6 1.079
35 H -0.0155 0.9730 -1.1799  C8 1.091
36 H -1.7414 0.9994 -0.7870  C8 1.092
37 H 0.4596 2.2443 0.9419  C9 1.092
38 H -1.2936 2.3734 1.2114  C9 1.096
39 H -1.2976 3.5841 -1.0138  N10 1.010
40 H 1.2701 5.9324 -1.6647  C13 1.090
41 H -0.3748 6.1210 -1.0223  C13 1.091
42 H 0.7550 4.2568 -4.9786  C15 1.090
43 H 1.8652 4.9293 -3.7584  C15 1.090
44 H -0.1994 1.9562 -4.6284  C17 1.081
45 H 0.3532 -0.3414 -3.9471  C18 1.081
46 H 3.2315 -1.2049 -1.7086  C20 1.087
47 H 2.4310 -1.7997 -3.1694  C20 1.089
48 H 1.5059 -1.5828 -1.6855  C20 1.090
49 H 3.5338 1.1502 -1.5262  C21 1.080
50 H 2.9938 3.4321 -2.2090  C22 1.080
51 H -2.6338 -0.6069 0.7082  C23 1.079
52 H -4.0122 -1.3859 2.3995  C26 1.100
53 H -4.0165 -2.4590 0.9724  C26 1.100
54 H -4.5364 -4.4005 2.4492  C27 1.086
55 H -5.7711 -3.1387 2.6064  C27 1.086
56 H -4.5320 -3.3400 3.8575  C27 1.086

Properties
energy above the lowest of the compared OMol25 structures with the same formula, charge and spin	0.0000	eV
charge	0
2S+1	1
HOMO level	-7.853	eV

Löwdin population analysis, charges in e, atoms 1 to 2: -0.064 -0.263

=====

# 5
Molecular formula: C5H9NS
Method: DFT, ωB97M-V/def2-TZVPD

Bonds (Å) are listed after each position.
Cartesian coordinates (Å):
1 C 2.2779 0.9761 0.5579  N2 1.484, H8 1.138, H9 1.060, H10 1.017
2 N 0.8295 0.6581 0.5008  C1 1.484, C3 1.256
3 C 0.2215 0.9755 -0.5509  N2 1.256, C4 1.443, H11 1.185
4 C -1.1244 0.5386 -0.8342  C3 1.443, S5 1.796, C6 1.566, H12 1.061
5 S -2.2797 0.6709 0.5351  C4 1.796, C6 1.860
6 C -1.6781 -0.8464 -0.3561  C4 1.566, S5 1.860, C7 1.427, H13 1.094
7 C -0.8787 -1.7257 0.4347  C6 1.427, H14 1.103, H15 1.108, H16 0.995
8 H 2.6756 1.2629 -0.4692  C1 1.138
9 H 2.2123 1.6826 1.3449  C1 1.060
10 H 2.8342 0.2016 0.9125  C1 1.017
11 H 0.8724 1.6368 -1.2882  C3 1.185
12 H -1.4297 0.9893 -1.7453  C4 1.061
13 H -2.4996 -1.1439 -1.0148  C6 1.094
14 H -1.4844 -2.4071 1.0549  C7 1.103
15 H -0.1939 -1.1739 1.1090  C7 1.108
16 H -0.3549 -2.2955 -0.1910  C7 0.995

Properties
energy above the lowest of the compared OMol25 structures with the same formula, charge and spin	2.2621	eV
charge	0
2S+1	1
HOMO level	-8.559	eV

Löwdin population analysis, charges in e, atoms 1 to 2: -0.090 -0.034

=====

# 6
Molecular formula: C4H14N2O2
Method: DFT, ωB97M-V/def2-TZVPD

Bonds (Å) are listed after each position.
Cartesian coordinates (Å):
1 N 1.6489 -1.3501 -1.1096  C2 1.456, H8 1.017, H9 1.013
2 C 1.9380 -0.0928 -0.4338  N1 1.456, C3 1.521, H10 1.098, H11 1.096
3 C 1.3966 0.0321 0.9816  C2 1.521, C4 1.546, H12 1.090, H13 1.090
4 C -0.1338 0.1608 1.1607  C3 1.546, N5 1.455, C6 1.536, H14 1.079
5 N -0.9013 -0.9517 0.6212  C4 1.455, H15 1.006, H16 1.008
6 C -0.6298 1.4577 0.5032  C4 1.536, O7 1.422, H17 1.091, H18 1.094
7 O -1.2602 2.4070 1.3534  C6 1.422, H19 0.961
8 H 1.1642 -1.2460 -1.9971  N1 1.017
9 H 1.0686 -1.9447 -0.5300  N1 1.013
10 H 1.5889 0.7579 -1.0342  C2 1.098
11 H 3.0211 0.0395 -0.3361  C2 1.096
12 H 1.8750 0.8839 1.4640  C3 1.090
13 H 1.6807 -0.8668 1.5282  C3 1.090
14 H -0.3771 0.2202 2.2105  C4 1.079
15 H -0.6589 -1.8483 1.0074  N5 1.006
16 H -1.0171 -0.9369 -0.3796  N5 1.008
17 H 0.1980 1.9656 0.0053  C6 1.091
18 H -1.3477 1.2200 -0.2876  C6 1.094
19 H -1.1985 2.1585 2.2800  O7 0.961
20 O -2.3787 -0.8454 -2.4413  H21 0.959, H22 0.959
21 H -2.4911 0.1003 -2.3325  O20 0.959
22 H -3.1857 -1.3209 -2.2337  O20 0.959

Properties
energy above the lowest of the compared OMol25 structures with the same formula, charge and spin	1.1648	eV
charge	0
2S+1	1
HOMO level	-8.602	eV

Löwdin population analysis, charges in e, atoms 1 to 2: -0.003 -0.293

=====

| no. | largest force on an atom (eV/Å) |
| --- | --- |
| 1 | 3.730 |
| 2 | 1.554 |
| 3 | 4.837 |
| 4 | 0.615 |
| 5 | 4.781 |
| 6 | 1.271 |